[1]
Molecular formula: C53H54BrN3O
Method: DFT, ωB97M-V/def2-TZVPD

Each line ends with the Mulliken charge.
Atoms and positions in Å:
H (-0.84, 2.51, -4.21)  0.24
N (-1.19, 1.57, -4.01)  -0.35
C (-0.21, 0.79, -3.81)  -0.47
C (-0.47, -0.65, -3.52)  -0.56
C (0.07, -1.13, -2.19)  0.50
Br (2.01, -1.37, -2.33)  -0.02
C (-0.51, -2.53, -1.85)  -0.61
C (-0.80, -2.50, -0.35)  0.12
O (-1.43, -3.28, 0.30)  -0.63
N (-0.17, -1.36, 0.11)  0.00
C (-0.40, -0.37, -0.95)  -0.20
C (0.04, 1.03, -0.67)  0.04
C (1.32, 1.34, -0.21)  -0.31
C (1.60, 2.68, 0.01)  -0.63
C (0.64, 3.66, -0.20)  -0.55
N (-0.59, 3.37, -0.64)  -0.54
C (-0.85, 2.09, -0.87)  -0.42
H (0.82, 1.16, -3.84)  0.40
H (-0.02, -1.21, -4.34)  0.51
H (-1.55, -0.77, -3.57)  -0.09
H (0.20, -3.35, -1.95)  0.39
H (-1.38, -2.80, -2.44)  0.28
H (-0.34, -1.08, 1.06)  0.31
H (-1.49, -0.31, -1.09)  0.47
H (2.06, 0.58, -0.04)  0.38
H (2.58, 2.98, 0.38)  0.45
H (0.86, 4.70, -0.01)  0.40
H (-1.83, 1.85, -1.25)  0.88
C (-5.05, 1.28, 1.56)  -0.52
C (-4.06, 2.23, 1.35)  -0.29
C (-4.15, 3.10, 0.26)  -0.46
C (-5.22, 3.01, -0.61)  -0.30
C (-6.21, 2.05, -0.40)  -0.46
C (-6.12, 1.19, 0.68)  -0.41
H (-4.98, 0.61, 2.40)  0.39
H (-3.22, 2.30, 2.03)  0.42
H (-3.37, 3.84, 0.10)  0.42
H (-5.29, 3.68, -1.46)  0.40
H (-7.04, 1.98, -1.09)  0.41
H (-6.89, 0.44, 0.84)  0.41
C (1.63, -3.10, -9.03)  -0.44
C (1.87, -1.73, -9.01)  -0.41
C (1.07, -0.89, -8.25)  -0.55
C (0.03, -1.43, -7.50)  -0.14
C (-0.22, -2.79, -7.53)  -0.48
C (0.58, -3.63, -8.29)  -0.42
H (2.26, -3.75, -9.63)  0.37
H (2.68, -1.32, -9.60)  0.38
H (1.26, 0.17, -8.23)  0.38
H (-0.59, -0.77, -6.90)  0.52
H (-1.04, -3.21, -6.95)  0.41
H (0.39, -4.69, -8.31)  0.38
C (-5.19, -0.23, -5.65)  -0.16
C (-4.22, 0.11, -4.71)  -0.43
C (-4.45, -0.13, -3.36)  -0.08
C (-5.64, -0.70, -2.95)  -0.73
C (-6.62, -1.03, -3.88)  -0.40
C (-6.39, -0.79, -5.23)  -0.60
H (-5.01, -0.05, -6.70)  0.30
H (-3.29, 0.56, -5.03)  0.38
H (-3.69, 0.14, -2.63)  0.45
H (-5.82, -0.88, -1.89)  0.47
H (-7.55, -1.47, -3.56)  0.37
H (-7.15, -1.05, -5.96)  0.39
C (3.90, -0.28, 3.96)  -0.38
C (3.43, -0.50, 2.67)  -0.36
C (4.33, -0.58, 1.61)  -0.35
C (5.69, -0.44, 1.84)  -0.58
C (6.15, -0.21, 3.13)  -0.38
C (5.26, -0.14, 4.19)  -0.33
H (3.20, -0.22, 4.78)  0.35
H (2.37, -0.61, 2.48)  0.44
H (3.97, -0.75, 0.61)  0.40
H (6.39, -0.50, 1.02)  0.38
H (7.22, -0.10, 3.32)  0.38
H (5.62, 0.04, 5.20)  0.46
C (4.08, 1.51, 7.58)  -0.32
C (5.02, 1.80, 8.56)  -0.48
C (4.75, 1.51, 9.89)  -0.51
C (3.54, 0.93, 10.24)  -0.33
C (2.60, 0.65, 9.27)  -0.45
C (2.87, 0.93, 7.94)  -0.45
H (4.30, 1.73, 6.55)  0.54
H (5.97, 2.25, 8.29)  0.37
H (5.48, 1.74, 10.66)  0.42
H (3.33, 0.71, 11.28)  0.46
H (1.65, 0.20, 9.54)  0.38
H (2.13, 0.71, 7.17)  0.37
C (4.15, -2.00, 14.75)  -0.40
C (5.28, -2.05, 15.55)  -0.38
C (6.50, -1.58, 15.07)  -0.34
C (6.59, -1.07, 13.78)  -0.51
C (5.46, -1.03, 12.97)  -0.18
C (4.24, -1.49, 13.46)  -0.36
H (3.21, -2.35, 15.13)  0.36
H (5.22, -2.44, 16.56)  0.35
H (7.38, -1.62, 15.69)  0.36
H (7.53, -0.71, 13.40)  0.36
H (5.52, -0.64, 11.97)  0.37
H (3.36, -1.46, 12.83)  0.39
C (-3.81, -0.10, -11.60)  -0.41
C (-3.06, -0.31, -10.45)  -0.38
C (-3.34, 0.40, -9.30)  -0.25
C (-4.37, 1.33, -9.29)  -0.60
C (-5.12, 1.55, -10.44)  -0.35
C (-4.84, 0.83, -11.59)  -0.41
H (-3.60, -0.66, -12.50)  0.36
H (-2.26, -1.04, -10.46)  0.44
H (-2.75, 0.24, -8.40)  0.48
H (-4.59, 1.89, -8.39)  0.43
H (-5.92, 2.28, -10.43)  0.37
H (-5.43, 1.00, -12.49)  0.36

* net charge: 0
* electronic energy: -4865.50700 hartree
* E_HOMO: -9.19 eV
* structure (SMILES): [H]/N=C/C[C@]1(Br)CC(=O)N[C@H]1c1cccnc1.c1ccccc1.c1ccccc1.c1ccccc1.c1ccccc1.c1ccccc1.c1ccccc1.c1ccccc1
* lowest unoccupied orbital energy: 0.013 hartree



[2]
Molecular formula: C32H32GaN5O6P2S
Method: DFT, ωB97M-V/def2-TZVPD

Each line ends with the natural charge from an NBO analysis.
Atoms and positions in Å:
Ga (0.49, 2.21, 0.30)  1.73
N (-1.46, 2.76, 1.32)  -0.64
N (-2.09, 3.71, 0.52)  -0.40
C (-1.67, 4.07, -0.70)  0.36
N (-2.38, 5.00, -1.32)  -0.73
S (-0.33, 3.42, -1.53)  -0.09
H (-2.11, 2.00, 1.53)  0.42
H (-1.13, 3.19, 2.18)  0.43
H (-2.85, 4.23, 0.94)  0.41
H (-3.14, 5.50, -0.88)  0.42
H (-2.07, 5.34, -2.21)  0.44
O (-1.68, 0.38, -0.50)  -1.14
P (-2.15, -0.96, 0.00)  1.96
C (-0.80, -1.78, 0.94)  -1.16
P (0.81, -1.03, 0.46)  2.01
O (0.90, 0.43, 0.94)  -1.17
C (2.06, -1.93, 1.36)  -0.49
C (2.95, -2.82, 0.75)  -0.18
C (3.86, -3.52, 1.53)  -0.20
C (3.88, -3.34, 2.91)  -0.15
C (3.01, -2.44, 3.51)  -0.21
C (2.10, -1.74, 2.74)  -0.12
C (0.97, -1.30, -1.31)  -0.48
C (0.86, -2.62, -1.76)  -0.18
C (0.95, -2.91, -3.11)  -0.19
C (1.15, -1.89, -4.02)  -0.16
C (1.26, -0.57, -3.58)  -0.21
C (1.17, -0.28, -2.23)  -0.11
C (-2.64, -2.04, -1.34)  -0.49
C (-2.61, -1.59, -2.65)  -0.17
C (-3.04, -2.43, -3.66)  -0.20
C (-3.50, -3.71, -3.36)  -0.17
C (-3.54, -4.15, -2.04)  -0.22
C (-3.11, -3.32, -1.02)  -0.13
C (-3.56, -0.78, 1.11)  -0.37
C (-3.42, -0.58, 2.48)  -0.24
C (-4.55, -0.31, 3.26)  -0.19
C (-5.80, -0.25, 2.66)  -0.17
C (-5.94, -0.45, 1.29)  -0.19
C (-4.82, -0.72, 0.52)  -0.19
H (-0.80, -2.84, 0.72)  0.30
H (-0.92, -1.65, 2.02)  0.29
H (2.94, -2.96, -0.32)  0.23
H (4.55, -4.21, 1.06)  0.24
H (4.58, -3.90, 3.51)  0.24
H (3.04, -2.28, 4.58)  0.24
H (1.43, -1.02, 3.20)  0.21
H (0.70, -3.43, -1.05)  0.23
H (0.87, -3.94, -3.44)  0.24
H (1.22, -2.12, -5.08)  0.24
H (1.41, 0.22, -4.30)  0.24
H (1.25, 0.75, -1.91)  0.19
H (-2.26, -0.59, -2.86)  0.24
H (-3.01, -2.10, -4.69)  0.23
H (-3.85, -4.36, -4.15)  0.24
H (-3.92, -5.14, -1.81)  0.24
H (-3.15, -3.64, 0.01)  0.21
H (-2.45, -0.64, 2.97)  0.21
H (-4.44, -0.17, 4.32)  0.23
H (-6.68, -0.06, 3.27)  0.24
H (-6.91, -0.40, 0.83)  0.24
H (-4.92, -0.89, -0.55)  0.23
C (4.00, 0.40, -0.63)  -0.66
C (3.78, 1.79, -0.17)  0.44
N (2.63, 2.40, 0.11)  -0.59
C (2.94, 3.64, 0.62)  -0.02
C (4.29, 3.80, 0.62)  0.05
N (4.79, 2.63, 0.11)  -0.46
C (5.25, 4.89, 1.00)  0.77
O (4.74, 5.99, 1.47)  -0.64
O (6.43, 4.67, 0.85)  -0.55
C (1.89, 4.45, 1.26)  0.80
O (2.09, 5.57, 1.67)  -0.59
O (0.75, 3.81, 1.35)  -0.88
H (3.33, 0.14, -1.45)  0.25
H (3.82, -0.29, 0.19)  0.25
H (5.02, 0.27, -0.97)  0.25
H (5.78, 2.48, 0.02)  0.47
H (3.76, 5.96, 1.58)  0.52

* net charge: +2
* electronic energy: -4969.29849 hartree
* E_HOMO: -14.26 eV
* lowest unoccupied orbital energy: -0.185 hartree



The lowest net charge belongs to which entry?
C53H54BrN3O



Number 2 is which compound?
C32H32GaN5O6P2S